A 2-piece molecular cluster, C5H6Cl2N4 overall, computed with the ωB97M-V functional and the def2-TZVPD basis.

Geometry as XYZ:
```
17
Properties=species:S:1:pos:R:3:forces:R:3:lowdin_charge:R:1
C -2.959 0.230 -0.216 0.3 0.0 -0.1 0.12
C -2.030 0.140 0.540 -0.1 0.5 0.0 -0.15
C -0.889 0.265 1.442 0.1 -0.1 0.7 -0.28
N 0.225 -0.588 1.050 0.3 0.1 -0.2 0.11
C 0.921 -0.359 -0.029 0.1 -0.5 0.2 -0.34
N 2.013 -1.074 -0.440 0.0 0.5 -0.4 0.18
C 2.399 -0.488 -1.551 -0.1 -0.4 0.4 -0.14
N 1.610 0.535 -1.876 -0.3 0.7 -0.5 -0.53
Cl 1.622 1.576 -3.188 0.0 -0.2 0.2 0.80
N 0.644 0.630 -0.907 0.1 -0.3 0.5 0.14
H -3.747 0.319 -0.925 -0.1 -0.1 0.1 0.03
H -1.138 -0.087 2.491 -0.4 0.1 -0.6 -0.07
H -0.543 1.305 1.485 0.0 0.0 -0.1 0.13
H 0.493 -1.367 1.641 -0.3 -0.1 0.1 0.15
H 3.241 -0.764 -2.165 0.0 0.0 0.0 0.14
H -0.115 1.296 -0.882 0.0 0.0 -0.3 0.16
Cl -1.993 -1.613 3.515 0.2 -0.2 0.1 -0.45
```
Forces are in eV/Å.

Summary:
Frontier orbital gap in eV: 5.840
ΔE to the lowest compared entry with this formula, charge and spin in eV: 3.0005
Energy in eV: -36282.6839
Total charge: 0

---

One molecule with the formula C5H6ClF, computed with the ωB97M-V functional and the def2-TZVPD basis.

Geometry as XYZ:
```
13
Properties=species:S:1:pos:R:3:forces:R:3:lowdin_charge:R:1
C 1.461 1.463 0.141 -1.5 1.3 -0.1 -0.16
C 1.303 0.023 0.073 0.3 -1.6 0.3 -0.77
C 0.207 -0.743 0.046 -1.4 -1.3 -0.4 -0.08
C -1.268 -0.307 -0.145 1.0 0.5 1.2 -0.31
C -2.355 -1.083 0.044 -0.9 0.8 -1.1 0.05
H 2.438 1.777 0.731 -2.3 -0.5 -1.5 0.11
H 1.480 1.577 -1.040 0.2 1.4 2.4 0.13
H 0.420 1.784 0.667 2.9 0.2 -1.5 0.13
H 0.354 -1.856 0.105 -0.2 1.3 -0.4 0.12
H -2.075 -2.122 0.020 -0.2 -0.4 0.5 0.04
H -3.514 -0.859 -0.030 2.9 0.0 0.1 0.11
F -1.340 1.047 -0.393 -0.5 -1.0 0.2 0.00
Cl 2.888 -0.702 -0.219 -0.3 -0.6 0.3 0.63
```
Forces are in eV/Å.

Summary:
Frontier orbital gap in eV: 9.499
ΔE to the lowest compared entry with this formula, charge and spin in eV: 1.5988
Energy in eV: -20519.6372
Total charge: 0
SMILES: C=C(F)/C=C(\C)Cl

---

One molecule with the formula C5H6ClNO, computed with the ωB97M-V functional and the def2-TZVPD basis.

Geometry as XYZ:
```
14
Properties=species:S:1:pos:R:3:forces:R:3:lowdin_charge:R:1
C 2.884 0.267 -0.156 0.9 0.4 0.8 -0.02
C 1.458 -0.089 -0.033 -1.6 1.5 0.7 -0.30
C -0.160 -1.586 0.099 -0.7 1.9 0.0 -0.11
C -0.760 -0.348 0.044 0.3 -0.7 0.1 -0.62
C 0.279 0.637 0.030 0.8 -0.3 -0.4 -0.30
H 3.104 1.378 -0.242 -0.6 -1.4 0.0 0.10
H 3.444 -0.104 0.767 -0.5 0.3 -1.4 0.10
H 3.190 -0.252 -1.076 0.6 0.2 0.4 0.09
H -0.565 -2.560 0.225 0.0 -0.5 -0.1 0.12
H 0.541 2.434 0.944 -0.8 -0.4 -1.3 0.11
H -0.800 2.371 -0.128 0.3 -0.1 0.3 0.06
N 0.145 2.046 0.056 0.7 0.1 0.9 0.07
O 1.176 -1.405 0.079 0.3 -0.8 -0.2 0.03
Cl -2.444 0.021 -0.084 0.3 -0.1 0.2 0.66
```
Forces are in eV/Å.

Summary:
Frontier orbital gap in eV: 8.979
ΔE to the lowest compared entry with this formula, charge and spin in eV: 0.9891
Energy in eV: -21341.4932
Total charge: 0
SMILES: Cc1occ(Cl)c1N

---

One molecule with the formula C5H6ClNS, computed with the ωB97M-V functional and the def2-TZVPD basis.

Geometry as XYZ:
```
14
Properties=species:S:1:pos:R:3:forces:R:3:lowdin_charge:R:1
C -1.550 1.514 -0.862 0.2 0.3 0.3 -0.05
C -0.711 0.331 -0.493 -0.7 -0.8 0.2 -0.45
C 0.897 -1.761 0.857 0.3 0.0 -0.6 -0.49
C 1.385 -0.372 0.582 -0.7 0.6 -0.2 -0.73
C 0.609 0.600 0.075 0.5 -0.8 0.0 -0.09
H -1.006 2.056 -1.639 -0.2 0.3 0.0 0.08
H -1.697 2.169 0.010 0.2 -0.1 -0.3 0.09
H -2.528 1.213 -1.213 0.0 -0.1 -0.2 0.08
H 0.502 -1.777 1.865 -0.1 -0.2 0.3 0.08
H 1.734 -2.466 0.765 -0.3 0.1 0.1 0.07
H 0.959 1.614 -0.007 0.2 0.2 0.1 0.11
N -1.207 -0.829 -0.735 0.5 -0.2 0.2 -0.27
S -0.359 -2.268 -0.374 0.0 0.8 0.0 0.88
Cl 2.971 -0.025 1.169 0.1 0.0 0.0 0.69
```
Forces are in eV/Å.

Summary:
Frontier orbital gap in eV: 8.604
ΔE to the lowest compared entry with this formula, charge and spin in eV: 0.5410
Energy in eV: -30129.2730
Total charge: 0
SMILES: CC1=NSCC(Cl)=C1

---

A 2-piece molecular cluster, C5H6ClNS overall, computed with the ωB97M-V functional and the def2-TZVPD basis.

Geometry as XYZ:
```
14
Properties=species:S:1:pos:R:3:forces:R:3:lowdin_charge:R:1
C 1.999 2.258 0.641 -0.2 -1.1 -1.2 0.04
C 2.498 1.305 0.081 -0.9 2.2 1.5 -0.81
C -0.507 -0.418 0.848 -1.3 1.0 -1.5 -0.21
C 0.208 -0.659 1.835 3.0 -1.2 3.5 0.06
C -1.062 -0.478 -1.434 -1.4 0.3 -2.4 -0.13
N -1.044 0.160 -0.103 0.5 -1.9 -1.8 -0.64
S -1.921 1.558 -0.090 -1.1 2.0 0.6 0.52
Cl 3.221 -0.021 -0.376 1.2 -2.0 -0.9 0.76
H 1.126 2.847 0.712 -0.2 0.8 0.5 0.02
H 1.228 -0.203 1.856 -0.9 -0.4 0.1 0.07
H -0.071 -1.329 2.662 0.1 0.3 -0.5 0.09
H -1.053 0.389 -2.128 -0.2 -0.6 0.4 0.06
H -0.343 -1.178 -1.858 0.9 -0.1 1.3 0.09
H -2.032 -1.005 -1.571 0.4 0.6 0.3 0.10
```
Forces are in eV/Å.

Summary:
Frontier orbital gap (spin up / spin down) in eV: 8.195 / 8.196
ΔE to the lowest compared entry with this formula, charge and spin in eV: 5.8826
Energy in eV: -30123.9315
Total charge: 0
SMILES: C=C=[N+](C)[S-].C#CCl

---

C5H6ClO2 as an isolated structure, computed with the ωB97M-V functional and the def2-TZVPD basis.

Geometry as XYZ:
```
14
Properties=species:S:1:pos:R:3:forces:R:3:lowdin_charge:R:1
C 4.201 0.781 0.246 -0.1 0.5 -0.6 -0.74
C -1.121 -0.135 -0.093 1.8 -0.7 -1.1 -0.13
C 0.066 0.787 0.098 0.3 -2.3 4.0 -0.17
C 0.259 -0.508 -0.618 2.0 -0.4 0.8 -0.49
C 1.228 -1.691 -0.290 -2.3 0.3 2.6 -0.48
O 4.987 0.226 0.900 1.0 0.1 0.9 0.06
O 3.658 1.604 -0.383 0.0 0.9 0.2 0.07
Cl 3.038 -1.051 -0.411 -1.3 -1.3 -0.3 0.54
H -1.420 -0.747 0.699 -0.7 -0.6 1.2 0.06
H -1.797 -0.026 -0.918 -0.6 0.5 0.1 0.08
H 0.039 1.673 -0.372 0.1 3.0 -1.9 0.03
H 0.471 0.922 1.194 -0.8 -0.6 -2.1 0.13
H 0.439 -0.437 -1.630 -0.5 1.0 -2.5 0.06
H 0.999 -1.747 0.860 1.1 -0.3 -1.2 -0.01
```
Forces are in eV/Å.

Summary:
Frontier orbital gap in eV: 6.235
ΔE to the lowest compared entry with this formula, charge and spin in eV: 3.5767
Energy in eV: -21897.4300
Total charge: -1

---

C5H6CsFO3 as an isolated structure, computed with the ωB97M-V functional and the def2-TZVPD basis.

Geometry as XYZ:
```
16
Properties=species:S:1:pos:R:3:forces:R:3:lowdin_charge:R:1
O 0.647 1.207 0.988 0.1 -0.9 -0.5 0.14
Cs 0.657 6.637 -2.026 0.0 -0.1 0.1 0.98
O 1.011 3.414 1.129 0.0 -0.8 0.2 0.12
C 0.855 2.339 1.658 0.0 2.0 -1.0 -0.60
O 0.836 2.152 2.954 0.0 -0.3 1.2 0.10
C 0.652 0.759 3.244 0.1 -0.2 0.2 -0.03
H 1.584 0.360 3.660 -0.2 0.1 -0.1 0.14
H -0.169 0.642 3.957 0.2 0.0 -0.2 0.15
C 0.320 0.167 1.878 1.3 -2.5 -0.7 -0.30
F -1.008 -0.079 1.751 -0.2 0.0 0.1 0.07
H 0.896 -0.868 1.585 -1.3 2.7 0.7 0.18
C 1.997 -3.165 1.222 0.9 -0.6 0.0 0.02
C 2.319 -4.202 1.965 -1.0 0.2 -0.1 -0.11
H 2.180 -2.914 0.175 -0.3 0.0 0.3 0.03
H 2.572 -5.170 1.511 0.2 0.4 0.1 0.06
H 2.126 -4.229 3.042 0.2 0.1 -0.3 0.05
```
Forces are in eV/Å.

Summary:
Frontier orbital gap (spin up / spin down) in eV: 7.384 / 8.449
ΔE to the lowest compared entry with this formula, charge and spin in eV: 0.0000
Multiplicity: 2
Energy in eV: -14681.6458
Total charge: +1

---

C5H6CsLiMgO4 as an isolated structure, computed with the ωB97M-V functional and the def2-TZVPD basis.

Geometry as XYZ:
```
18
Properties=species:S:1:pos:R:3:forces:R:3:lowdin_charge:R:1
O -0.550 1.386 -0.981 0.7 0.8 -0.8 -0.16
C -1.528 1.142 -0.221 0.6 -2.0 -1.0 -0.61
O -2.483 0.476 -0.762 -0.1 -0.1 0.3 -0.07
Mg -1.244 -0.298 -2.226 0.6 0.4 1.3 1.18
Cs -7.162 0.487 0.163 -0.1 0.0 0.1 0.98
O 0.373 -1.321 -2.008 -1.3 0.0 -0.7 -0.17
Li 1.335 1.485 -1.302 -0.1 -0.6 0.4 0.76
C 1.340 -0.801 -1.364 1.3 0.6 0.1 -0.36
O 2.309 -1.682 -1.189 -0.9 -0.2 -0.2 -0.09
C 3.338 -1.380 -0.254 0.5 0.4 0.4 -0.06
H 3.667 -2.327 0.189 -0.1 0.3 -0.2 0.10
H 4.184 -0.890 -0.755 -0.2 -0.2 0.1 0.10
H 2.943 -0.724 0.532 0.2 -0.2 -0.1 0.08
C -1.412 1.382 1.225 -1.5 0.0 1.4 -0.07
C -1.296 0.445 2.190 1.3 0.9 -0.7 0.08
H -1.640 2.410 1.512 0.0 -0.1 0.0 0.12
H -1.330 0.741 3.239 0.0 0.0 -0.3 0.08
H -0.844 -0.534 2.010 -0.8 0.0 -0.2 0.09
```
Forces are in eV/Å.

Summary:
Frontier orbital gap in eV: 7.080
ΔE to the lowest compared entry with this formula, charge and spin in eV: 0.7163
Energy in eV: -19657.7449
Total charge: +2

---

Q: Which of these has the highest energy?
A: C5H6CsFO3